Record 1
A structure of composition C24H32N6OPbS2, computed with wB97M-V/def2-TZVPD.

Values from the calculation:
ΔE to the lowest compared entry with this formula, charge and spin, kJ/mol: 8.7
Net charge: +2
Maximum force, eV/A: 0.909

CARTESIAN COORDINATES (ANGSTROEM)
1 Pb 0.06204 -0.32931 -1.31658
2 S 1.87385 0.19627 1.78458
3 S -1.12549 1.59146 0.27499
4 O 1.76014 -0.58630 0.47829
5 N -0.86583 -1.98807 0.42159
6 N 2.40124 -0.19219 -2.68545
7 N -1.32340 -2.14528 -2.66697
8 N -1.39142 1.22993 -2.94305
9 N -3.78526 1.59381 0.59294
10 N -3.26737 1.45686 -1.51978
11 C 4.82685 2.90051 2.28678
12 C -4.65943 1.43212 -1.41570
13 C 2.91459 -2.88079 4.96954
14 C 3.13933 -2.10158 2.70401
15 C -1.29503 2.36775 -5.04541
16 C -3.66324 1.75916 2.02974
17 C -2.60284 1.73438 -2.74632
18 C 3.63862 2.19798 2.42006
19 C 3.44604 1.05366 1.66174
20 C -3.23478 2.56012 -3.67061
21 C -2.73819 1.54093 -0.25546
22 C 2.06808 -1.82132 5.26330
23 C 2.30842 -1.03725 3.01523
24 C -4.96842 1.51293 -0.11264
25 C -2.68354 -2.43555 -2.16112
26 C 3.44442 -3.02270 3.69194
27 C -2.56514 2.88420 -4.83640
28 C 1.75750 -0.89317 4.28034
29 C -2.65594 -3.18254 -0.82938
30 C -2.30453 -2.31594 0.37922
31 C 4.40982 0.60314 0.77451
32 C -0.75236 1.55482 -4.07115
33 C 5.59409 1.31147 0.64848
34 C 5.80006 2.46107 1.40050
35 H 1.65178 -1.71226 6.25521
36 H -3.01514 3.55128 -5.55821
37 H -4.64525 1.65997 2.48262
38 H 4.98980 3.79483 2.87217
39 H 2.41969 -0.57999 -3.62322
40 H -3.25871 2.74418 2.25841
41 H 3.15757 -3.60487 5.73506
42 H 1.09449 -0.06197 4.49017
43 H 4.10689 -3.84668 3.46431
44 H -0.74015 2.59567 -5.94381
45 H -4.21451 2.96485 -3.46361
46 H -2.86324 -1.37658 0.32420
47 H -3.24861 -3.02858 -2.88419
48 H 4.22313 -0.28701 0.18797
49 H 0.24562 1.14496 -4.17697
50 H 6.72193 3.01584 1.29239
51 H 3.02689 -0.74220 -2.10441
52 H 2.78704 0.74688 -2.73062
53 H -0.80363 -3.01646 -2.73806
54 H 2.86934 2.53998 3.10212
55 H -5.28848 1.33126 -2.28084
56 H -3.20193 -1.48097 -2.03149
57 H -3.64380 -3.61161 -0.66321
58 H -5.92804 1.51925 0.37306
59 H -1.94757 -4.01526 -0.89537
60 H -0.32282 -2.84632 0.36642
61 H -0.62821 -1.55961 1.31055
62 H -2.98539 1.00892 2.43214
63 H -2.61379 -2.83642 1.28896
64 H -1.39496 -1.77317 -3.60978
65 H 3.53128 -2.20931 1.70082
66 H 6.35592 0.96081 -0.03460

Which charges does Mulliken predict for the atoms? In e, they are:
1 Pb 1.290
2 S 0.199
3 S -0.298
4 O -0.585
5 N -0.271
6 N -0.640
7 N -0.469
8 N 0.238
9 N 0.126
10 N 0.615
11 C -0.639
12 C -0.552
13 C -0.499
14 C -0.340
15 C -0.822
16 C -0.853
17 C 0.211
18 C -0.348
19 C 0.684
20 C -0.663
21 C -0.171
22 C -0.557
23 C 0.482
24 C -0.584
25 C -0.455
26 C -0.615
27 C -0.623
28 C -0.326
29 C -0.794
30 C -0.449
31 C -0.127
32 C -0.097
33 C -0.820
34 C -0.472
35 H 0.422
36 H 0.444
37 H 0.340
38 H 0.410
39 H 0.267
40 H 0.359
41 H 0.413
42 H 0.403
43 H 0.415
44 H 0.442
45 H 0.554
46 H 0.119
47 H 0.451
48 H 0.274
49 H 0.306
50 H 0.420
51 H 0.221
52 H 0.254
53 H 0.255
54 H 0.427
55 H 0.607
56 H 0.102
57 H 0.377
58 H 0.479
59 H 0.329
60 H 0.241
61 H 0.143
62 H 0.306
63 H 0.464
64 H 0.254
65 H 0.307
66 H 0.417

---

Record 2
A structure of composition C32H26BrCrIN7O4STe at a distorted geometry, computed with wB97M-V/def2-TZVPD.

Values from the calculation:
Spin multiplicity: 4
ΔE to the lowest compared entry with this formula, charge and spin, kJ/mol: 244.5
Net charge: 0
Maximum force, eV/A: 1.067

CARTESIAN COORDINATES (ANGSTROEM)
1 I 1.50250 -2.10159 -0.10111
2 Te -0.74535 0.16842 -2.66069
3 Br 0.63630 -4.86685 1.88049
4 Cr 0.22592 0.63084 -0.21802
5 S 0.39868 1.95788 -5.16337
6 O -1.64248 4.13913 0.36150
7 O -5.87642 2.76190 0.79807
8 O -4.23483 4.27534 0.81737
9 O -0.20319 2.52572 -0.20142
10 N 3.90611 -0.00553 -1.58374
11 N 2.16372 1.25172 0.30945
12 N -4.17345 0.71218 0.17567
13 N 0.07650 0.48096 1.85856
14 N 5.14570 -0.92533 0.14415
15 N -2.01133 0.60746 -0.00919
16 N 0.29591 1.56608 2.60480
17 C -2.38098 1.90467 0.26645
18 C -0.64648 -0.50644 2.60207
19 C -1.13029 -1.66512 1.99869
20 C -1.76521 -2.65749 2.73880
21 C 2.12337 2.44225 1.15750
22 C -3.12696 -0.09777 -0.08498
23 C 1.61440 -0.23091 -4.73624
24 C -1.36694 2.96346 0.16752
25 C 0.61614 0.54785 -4.21068
26 C -3.72464 1.98379 0.39576
27 C 2.93863 0.74541 -1.96395
28 C -4.70852 3.05721 0.69185
29 C 3.06971 4.58134 1.67815
30 C 1.24398 3.69801 2.98070
31 C -0.84613 -0.36755 3.98432
32 C 2.14517 4.70873 2.71686
33 C 1.20691 2.51927 2.20917
34 C -1.27599 -4.53065 -2.36446
35 C -1.49729 -1.35226 4.71381
36 C 4.04861 -0.17840 -0.19911
37 C -0.12485 -4.67828 0.16241
38 C 3.20586 0.34439 0.70946
39 C -0.99280 -5.67301 -0.26546
40 C 3.04776 3.43771 0.90414
41 C 1.63325 1.51835 -6.26161
42 C -0.40144 -3.53756 -1.94174
43 C 0.16355 -3.60479 -0.67529
44 C -1.56937 -5.59701 -1.52580
45 C -3.30439 -1.53222 -0.45646
46 C 2.00021 1.41571 -1.09092
47 C 2.20235 0.32808 -5.91416
48 C -1.95729 -2.51276 4.10332
49 H -0.48006 0.52379 4.46748
50 H 5.55137 -1.46132 -0.60424
51 H 3.79696 5.35994 1.48142
52 H -1.64124 -1.21141 5.78000
53 H -3.24549 4.29147 0.66775
54 H -1.20418 -6.50942 0.38952
55 H 2.81769 0.90693 -3.03226
56 H -2.10842 -3.55659 2.23421
57 H -3.44305 -2.14680 0.43228
58 H -4.18498 -1.63669 -1.09281
59 H -2.44762 -3.28989 4.68076
60 H 1.92630 -1.17401 -4.29255
61 H 3.00455 -0.14101 -6.47392
62 H -1.03197 -1.79848 0.93349
63 H 2.13530 5.60724 3.32466
64 H -2.23976 -6.38481 -1.85465
65 H -2.43909 -1.89897 -1.00839
66 H 5.20693 -1.31344 1.06858
67 H 1.87078 2.15687 -7.10478
68 H -1.72184 -4.46668 -3.35289
69 H 0.52268 3.78072 3.78689
70 H 3.75445 3.30490 0.09191
71 H -5.15222 0.47026 0.19586
72 H -0.17302 -2.70145 -2.58655
73 H 3.34553 0.24475 1.77252
74 H 1.67574 2.39171 -1.40695

Which charges does Mulliken predict for the atoms? In e, they are:
1 I 0.326
2 Te 0.146
3 Br -0.100
4 Cr 0.031
5 S -0.105
6 O -0.873
7 O -0.626
8 O -0.549
9 O 0.122
10 N -0.502
11 N 2.215
12 N -0.057
13 N 1.643
14 N -0.531
15 N 0.634
16 N -0.904
17 C -0.482
18 C -0.041
19 C 1.083
20 C -1.251
21 C 0.385
22 C -0.059
23 C -0.308
24 C 0.699
25 C -0.089
26 C 0.287
27 C -1.302
28 C 0.504
29 C -1.028
30 C -0.361
31 C -0.633
32 C -0.659
33 C -0.411
34 C -0.582
35 C -0.678
36 C -0.134
37 C -0.117
38 C -0.950
39 C -0.382
40 C -0.428
41 C -0.534
42 C -0.295
43 C 0.304
44 C -0.619
45 C -1.081
46 C 0.037
47 C -0.479
48 C -0.911
49 H 0.483
50 H 0.251
51 H 0.415
52 H 0.384
53 H 0.405
54 H 0.428
55 H 0.745
56 H 0.457
57 H 0.302
58 H 0.486
59 H 0.426
60 H 0.428
61 H 0.370
62 H -0.117
63 H 0.391
64 H 0.385
65 H -0.129
66 H 0.232
67 H 0.389
68 H 0.421
69 H 0.456
70 H 0.454
71 H 0.272
72 H 0.345
73 H 0.279
74 H 0.684

---

Record 3
A cluster of 2 separate species, C4H14NO in total at a distorted geometry, computed with wB97M-V/def2-TZVPD.

Values from the calculation:
ΔE to the lowest compared entry with this formula, charge and spin, kJ/mol: 55.1
Net charge: +1
Maximum force, eV/A: 1.189

CARTESIAN COORDINATES (ANGSTROEM)
1 O 2.65898 1.11702 -0.50241
2 N 0.56504 -0.43842 -1.46654
3 C -0.45527 -1.48858 1.12413
4 C -0.69662 -0.02404 0.65628
5 C -0.75868 0.04201 -0.85884
6 C -1.96966 0.61197 1.25858
7 H 2.79371 1.47268 0.38503
8 H 0.14046 0.58911 0.98316
9 H -0.54851 -2.19765 0.29972
10 H -2.31126 0.04311 2.10099
11 H -1.51452 -0.65408 -1.21141
12 H -1.08946 -1.78597 1.95352
13 H 0.40534 -1.26294 -2.03506
14 H 0.90842 0.30181 -2.07414
15 H 0.58217 -1.57882 1.44441
16 H 3.15803 1.72574 -1.07113
17 H 1.32230 -0.55030 -0.78947
18 H -1.89986 1.65085 1.54717
19 H -2.79258 0.47278 0.55563
20 H -0.92988 1.04068 -1.25165

Which charges does Mulliken predict for the atoms? In e, they are:
1 O -0.616
2 N -0.201
3 C -1.257
4 C 0.725
5 C -0.964
6 C -1.428
7 H 0.316
8 H 0.211
9 H 0.288
10 H 0.383
11 H 0.406
12 H 0.389
13 H 0.349
14 H 0.362
15 H 0.334
16 H 0.311
17 H 0.331
18 H 0.356
19 H 0.352
20 H 0.353

---

Record 4
A structure of composition C14H17CsN3O3SbSe4 at a distorted geometry, computed with wB97M-V/def2-TZVPD.

Values from the calculation:
ΔE to the lowest compared entry with this formula, charge and spin, kJ/mol: 120.8
Net charge: -2
Maximum force, eV/A: 3.003

CARTESIAN COORDINATES (ANGSTROEM)
1 Cs 0.21620 0.88971 -1.08677
2 Sb 0.13738 -2.15488 -5.47699
3 Se 2.50103 -2.89692 -5.82225
4 Se -0.20134 -1.48060 -3.08860
5 Se -1.40129 -4.05922 -5.97665
6 Se -0.34212 -0.22595 -6.99853
7 O 0.39263 2.17452 0.96162
8 O 0.19052 3.08724 0.03456
9 O 2.24369 -1.28014 1.56895
10 N -4.73150 -3.72931 1.75527
11 N -5.05570 -1.57453 2.51218
12 N -2.78561 -0.73941 1.14884
13 C 0.29300 -1.45513 5.41054
14 C 2.22082 -1.42868 3.96149
15 C -0.11061 -1.31831 2.96999
16 C 0.49186 -1.53223 7.90913
17 C 1.09839 -1.51319 6.53823
18 C 2.81880 -1.37954 2.62532
19 C 2.47492 -1.54007 6.36156
20 C -3.49192 0.10576 1.89825
21 C -3.18472 -1.98614 1.08492
22 C -4.33932 -2.42059 1.77025
23 C -4.61856 -0.32109 2.57776
24 C 3.04708 -1.49986 5.10187
25 C 0.82029 -1.40326 4.12718
26 C 4.54610 -1.53003 5.00114
27 H -1.14089 -1.43187 3.30311
28 H -3.12675 1.12255 1.94774
29 H -5.66517 -3.90729 2.09094
30 H 4.87840 -2.40906 4.45049
31 H 4.98614 -1.56055 5.99681
32 H -0.78030 -1.43367 5.54291
33 H 3.92148 -1.46192 2.63470
34 H -5.20577 0.34939 3.19414
35 H -0.00401 -0.35561 2.46485
36 H -2.59142 -2.66160 0.48348
37 H -0.25335 -2.32133 7.98665
38 H -4.41144 -4.27458 0.97216
39 H -0.00578 -0.58494 8.11342
40 H 3.10925 -1.58651 7.23833
41 H 4.91934 -0.64531 4.48820
42 H 0.11716 -2.08039 2.22721
43 H 1.25141 -1.69276 8.67060

Which charges does Mulliken predict for the atoms? In e, they are:
1 Cs 0.917
2 Sb 0.424
3 Se -0.703
4 Se -0.580
5 Se -0.736
6 Se -0.393
7 O -0.383
8 O -0.566
9 O -0.487
10 N -0.470
11 N -0.673
12 N -0.342
13 C -0.782
14 C 0.117
15 C -1.152
16 C -1.473
17 C 0.616
18 C -0.434
19 C -0.876
20 C -0.312
21 C -0.341
22 C 0.752
23 C -0.199
24 C 1.256
25 C 1.172
26 C -1.893
27 H 0.148
28 H 0.419
29 H 0.260
30 H 0.401
31 H 0.327
32 H 0.413
33 H 0.320
34 H 0.381
35 H 0.289
36 H 0.284
37 H 0.348
38 H 0.249
39 H 0.306
40 H 0.222
41 H 0.398
42 H 0.426
43 H 0.346